# C4H2FO2

A gas-phase ion, C4H2FO2 (charge -1) at a distorted geometry (ωB97M-V/def2-TZVPD, OMol25).

Calculated values
total charge = -1
energy above the lowest of the compared OMol25 structures with the same formula, charge and spin = 50.0 kcal/mol
frontier orbital gap = 7.8 eV

Structure (XYZ):
```
9
C4H2FO2 (ωB97M-V/def2-TZVPD)
C 0.112 0.636 0.077
C 0.758 0.603 1.284
C -1.575 -0.077 -0.137
C 1.114 -0.426 0.184
O -2.306 0.768 0.315
O -1.499 -1.158 -0.629
F 2.399 -0.188 -0.508
H -0.051 1.245 -0.859
H 1.048 -1.404 0.272
```

And the Mulliken charges, in e, turn out to be: atom 1 (C): 0.076, atom 2 (C): -0.749, atom 3 (C): 0.548, atom 4 (C): -0.093, atom 5 (O): -0.528, atom 6 (O): -0.508, atom 7 (F): -0.382, atom 8 (H): 0.258, atom 9 (H): 0.378